13
Properties=species:S:1:pos:R:3:forces:R:3 method="wB97M-V/def2-TZVPD" lumo_energy_ev="-1.362 / -1.360" total_charge=0 homo_lumo_gap_ev="6.921 / 6.922"
C -0.78710 -0.04350 -1.23893 0.019 0.109 -0.066
C -0.49696 -0.14017 0.25525 0.189 0.081 0.143
C -1.09612 1.04663 -0.32955 -2.324 -0.689 0.330
C 0.90520 -0.08304 0.81480 -0.116 0.089 -0.060
S -3.90615 0.99172 0.19023 2.281 0.577 -0.361
Cl -3.97728 -0.99470 -0.01010 0.057 -0.553 -0.074
H 0.00905 0.10610 -1.95984 0.091 0.094 0.029
H -1.58802 -0.66338 -1.61547 -0.268 -0.119 0.092
H -1.15029 -0.81652 0.79534 -0.285 -0.015 -0.122
H -0.94332 2.10016 -0.30990 0.152 0.405 0.039
H 1.53433 0.57142 0.21619 0.110 0.042 -0.033
H 1.34281 -1.07930 0.81786 0.058 -0.048 -0.010
H 0.89199 0.29020 1.83598 0.035 0.027 0.092

37
Properties=species:S:1:pos:R:3:forces:R:3 method="wB97M-V/def2-TZVPD" lumo_energy_ev="-7.732 / -10.861" total_charge=+2 multiplicity=6 homo_lumo_gap_ev="4.756 / 4.281"
C 2.23762 -1.96973 -1.00718 0.040 -0.919 -0.416
C 0.93845 -2.30265 -1.13072 0.526 -0.890 -0.139
H 2.81767 -2.26492 -0.12481 -0.382 0.108 -0.311
H 2.83480 -1.56635 -1.84112 -0.360 -0.255 0.676
H 0.39292 -2.25109 -2.08538 0.491 0.015 0.717
H 0.48085 -2.93631 -0.35845 0.026 0.510 -0.206
Ru -0.03751 0.29588 -0.63012 1.153 -1.515 3.663
C 1.12117 1.72268 -1.93069 -0.298 -0.320 -0.671
C 1.09995 0.37965 -2.44940 -0.486 1.090 -1.640
C -1.10854 1.11950 -2.31966 0.768 0.887 -1.721
C -0.23963 2.18641 -1.85684 -0.324 -0.566 -0.816
H 1.96473 -0.23725 -2.64677 -0.321 0.360 -0.099
H -0.61480 -0.94577 -3.12057 -0.052 0.494 -0.102
H -2.18363 1.15832 -2.40531 0.213 0.043 -0.152
C -0.27645 0.00520 -2.72038 -0.169 1.100 -0.873
H -0.55201 3.15146 -1.47058 0.031 -0.188 -0.110
H 2.01264 2.26184 -1.62927 -0.264 0.048 -0.162
C -3.68493 1.41704 -0.23823 -0.390 0.090 0.300
C -3.05197 0.62007 0.84394 1.536 -0.605 0.518
N -1.78787 0.21045 0.88282 -1.799 0.562 0.365
C -1.44602 -0.39636 2.08224 -0.078 0.560 -0.943
C -2.52001 -0.49953 2.96206 -1.129 0.162 0.069
S -3.95977 0.20314 2.29996 1.633 -0.712 0.520
C -0.05707 -0.65103 2.28640 0.623 0.513 -0.735
C 0.63071 -1.09174 3.40289 0.858 -0.130 0.355
S 2.34005 -0.91798 3.20041 -1.319 -0.303 0.348
C 2.09406 -0.27693 1.59524 -2.149 0.113 0.099
N 0.80141 -0.22935 1.27730 1.189 -0.038 0.876
C 3.19347 0.24583 0.75595 0.186 0.002 0.168
H -4.67337 1.75240 0.10466 0.252 -0.043 -0.270
H -3.07582 2.30282 -0.47359 -0.127 -0.356 0.055
H -3.81556 0.80418 -1.13743 0.011 0.105 0.170
H -2.45781 -0.96228 3.93739 -0.330 0.101 0.051
H 0.14923 -1.48941 4.28343 0.356 -0.040 0.231
H 3.66875 1.08410 1.27537 0.051 -0.072 -0.008
H 3.94189 -0.53158 0.59094 0.099 0.174 0.065
H 2.82240 0.59930 -0.20451 -0.066 -0.085 0.127

10
Properties=species:S:1:pos:R:3:forces:R:3 method="wB97M-V/def2-TZVPD" lumo_energy_ev="-13.525 / -13.739" total_charge=+2 multiplicity=2 homo_lumo_gap_ev="6.175 / 5.892"
Sn -8.17256 8.98068 17.27517 -0.218 0.610 1.072
N -8.97957 9.54150 20.00629 1.496 2.885 -0.812
S -9.81219 9.24155 21.21799 -3.425 -11.800 2.463
O -11.21587 9.48768 21.19630 -1.251 2.612 1.075
O -9.17766 9.03890 22.51713 -0.651 1.706 -0.840
F -10.01174 7.72145 20.74842 0.880 -0.146 0.299
S -8.87094 11.11355 20.57457 2.248 10.960 -2.771
O -7.87678 11.46484 21.54738 -1.189 -2.095 -0.859
O -10.06787 11.97703 20.48672 1.988 -3.667 0.554
F -8.15558 11.59757 19.16706 0.123 -1.065 -0.180

23
Properties=species:S:1:pos:R:3:forces:R:3 method="wB97M-V/def2-TZVPD" smiles="CCCC/C=C(/C)N" lumo_energy_ev=1.042 total_charge=0 homo_lumo_gap_ev=9.078
C 2.36053 -0.85086 -2.38600 0.408 -0.182 0.398
C 1.58527 -1.18270 -1.09208 0.691 1.343 0.120
C 1.45134 0.06877 -0.19875 -0.109 0.060 0.370
C 0.16712 0.86979 -0.44312 0.143 0.250 -0.497
N -1.39317 1.70654 1.95986 0.127 -0.195 0.255
C -1.69520 0.54986 1.21298 -0.574 -0.600 -0.353
C -1.05856 0.19865 0.09913 0.613 0.442 -0.017
C -2.81836 -0.32398 1.73249 -0.395 0.237 -0.092
H 2.51447 0.21591 -2.53391 -0.289 0.172 0.012
H 1.88806 -1.25252 -3.27401 -0.022 -0.127 -0.165
H 3.36678 -1.26288 -2.30438 0.033 -0.098 -0.221
H 0.60502 -1.51028 -1.37477 -0.530 -0.603 0.202
H 2.14005 -1.91945 -0.52112 -0.264 -0.476 -0.126
H 1.44395 -0.14430 0.87921 0.125 -0.414 -0.190
H 2.33522 0.69619 -0.34965 -0.069 0.075 -0.079
H 0.32078 1.88143 -0.06825 -0.294 0.044 0.286
H 0.02047 0.99702 -1.51417 0.109 0.030 -0.337
H -0.43458 1.74795 2.27781 0.018 0.145 -0.133
H -2.01118 1.82096 2.74883 0.078 -0.035 0.050
H -1.39726 -0.65171 -0.47480 -0.162 -0.236 0.239
H -3.54658 -0.63912 0.98160 0.370 0.022 -0.284
H -2.41764 -1.22919 2.19063 -0.031 0.104 0.172
H -3.42650 0.21394 2.45246 0.023 0.044 0.392

16
Properties=species:S:1:pos:R:3:forces:R:3 method="wB97M-V/def2-TZVPD" smiles=COC(C)(C)C#N lumo_energy_ev=0.894 total_charge=0 homo_lumo_gap_ev=11.404
C 1.90724 0.80276 -0.15472 0.211 0.112 0.118
O 0.89604 0.06865 -0.82359 -0.048 -0.038 -0.075
C -0.32346 -0.05358 -0.12533 -0.231 -0.052 0.120
C -1.39446 -0.47580 -1.14509 -0.045 0.008 -0.021
C -0.20331 -1.06970 1.02822 -0.015 -0.047 0.087
C -0.75470 1.25633 0.46256 -0.443 0.647 0.362
N -1.20181 2.19744 0.96475 0.552 -0.769 -0.500
H 1.87215 1.86080 -0.44341 -0.021 -0.159 0.038
H 1.81250 0.74333 0.93693 0.044 -0.024 -0.166
H 2.86811 0.37444 -0.44604 -0.099 0.091 0.010
H -1.42863 -1.56365 -1.24475 0.113 0.154 -0.001
H -1.16341 -0.04080 -2.12023 -0.032 0.035 0.176
H -2.37874 -0.12555 -0.82675 0.081 -0.113 -0.035
H -0.92653 -0.85153 1.81739 0.041 -0.097 -0.091
H 0.79934 -1.04063 1.46414 -0.182 0.078 -0.019
H -0.38032 -2.08251 0.65590 0.074 0.175 -0.001

37
Properties=species:S:1:pos:R:3:forces:R:3 method="wB97M-V/def2-TZVPD" lumo_energy_ev=-5.620 total_charge=+1 homo_lumo_gap_ev=6.358
O -0.98138 1.90705 0.34860 -1.292 -1.627 0.537
C -1.66368 0.93739 0.72715 1.373 1.909 -0.198
C -3.13823 1.08933 1.12665 -0.059 -0.300 -0.518
C -3.77277 -0.11203 1.83153 0.189 -0.012 0.668
C -3.27172 -1.44938 1.31801 0.246 0.289 -0.507
C -1.72874 -1.59033 1.35222 -0.250 -1.935 0.177
C -0.98754 -0.37839 0.92691 1.351 1.315 1.694
N 0.22190 -0.19850 1.55552 0.840 0.737 0.703
N 1.21918 -0.00210 2.08071 -3.428 -0.731 -1.181
H -3.25281 1.98315 1.75927 0.349 -0.164 -0.392
H -3.70844 1.28420 0.20867 0.248 0.126 0.010
H -3.57284 -0.02989 2.90663 -0.078 -0.070 -0.068
H -4.85757 -0.07235 1.69986 0.126 0.076 0.139
H -3.73573 -2.28240 1.86020 0.220 0.195 -0.123
H -3.61072 -1.51874 0.27450 0.157 -0.202 0.094
H -1.36872 -1.97468 2.33633 -0.367 0.461 -0.474
H -1.48176 -2.39448 0.64205 -0.065 -0.066 0.208
C 1.65901 -2.08340 -0.44708 -0.230 -0.472 -0.531
C 1.17546 -0.83221 -1.11980 0.348 0.761 0.008
C 0.09927 -0.95407 -2.13636 -0.307 -0.604 -0.433
C 1.87689 0.39028 -1.01299 0.411 0.818 0.859
C 1.72945 1.46957 -1.93655 -0.101 -0.095 -0.540
C 2.67342 2.48194 -2.03630 0.047 -0.391 0.028
C 3.70918 2.57798 -1.09586 -0.528 -0.076 0.402
C 3.69554 1.71329 0.00798 0.192 -0.139 -0.018
C 2.83594 0.62647 0.02453 0.772 -0.452 -0.117
H 2.73221 -2.24148 -0.61016 -0.113 0.359 0.212
H 1.45166 -2.17862 0.62805 0.110 0.270 -0.298
H 1.17076 -2.91857 -0.95735 0.000 0.008 0.348
H 0.47588 -0.58878 -3.10079 -0.246 0.019 0.182
H -0.16486 -2.00800 -2.28443 -0.075 0.323 0.087
H -0.81663 -0.39843 -1.86442 0.578 -0.050 -0.133
H 0.89315 1.46098 -2.63405 0.332 -0.029 0.030
H 2.65609 3.16224 -2.88050 -0.232 0.041 0.203
H 4.47231 3.35844 -1.17511 -0.302 -0.327 -0.033
H 4.42032 1.83457 0.82069 -0.320 -0.045 -0.394
H 2.94653 -0.07001 0.85569 0.106 0.082 -0.627